Record 1
{"formula": "C3H6N", "method": "ωB97M-V with the def2-TZVPD basis set", "species": ["C", "C", "C", "N", "H", "H", "H", "H", "H", "H"], "xyz": [[-1.387, 0.670, -0.086], [-1.435, -0.665, -0.182], [-0.296, -0.008, 0.523], [1.022, 0.014, -0.187], [-1.505, 1.631, -0.644], [-2.038, -1.643, -0.089], [-0.050, -0.192, 1.706], [0.871, 0.052, -1.245], [1.575, -0.757, 0.076], [1.328, 0.912, 0.029]], "nbo_charge": [-0.146, -0.134, -0.170, -0.680, 0.270, 0.302, 0.230, 0.444, 0.446, 0.438], "total_energy_ev": -4687.9687, "gap_ev": 11.018, "total_charge": 1, "smiles": "[NH3+]C1C=C1"}



Record 2
{"formula": "C23H53IN3O3P2", "method": "ωB97M-V with the def2-TZVPD basis set", "species": ["C", "C", "C", "C", "C", "C", "C", "P", "P", "O", "O", "O", "N", "C", "N", "C", "I", "C", "C", "N", "H", "H", "H", "H", "H", "H", "H", "H", "H", "H", "H", "H", "H", "H", "H", "H", "H", "H", "H", "H", "H", "H", "H", "H", "H", "C", "C", "C", "C", "C", "C", "H", "H", "H", "H", "H", "H", "H", "H", "H", "H", "H", "H", "H", "H", "C", "C", "C", "C", "C", "C", "H", "H", "H", "H", "H", "H", "H", "H", "H", "H", "H", "H", "H", "H"], "xyz": [[4.198, -0.777, 4.296], [3.476, -0.632, 2.951], [2.402, 0.451, 3.033], [1.798, 0.826, 1.668], [0.386, 0.335, 1.412], [-0.607, 0.561, 2.513], [-1.931, 0.111, 1.927], [-3.381, 0.771, 2.886], [-4.317, -0.918, 3.902], [-4.946, -1.835, 2.978], [-3.189, -1.597, 4.807], [-5.301, -0.279, 4.966], [-1.854, -1.376, 1.831], [-0.634, -1.861, 1.466], [-0.412, -3.153, 1.544], [-1.377, -4.139, 2.041], [-0.867, -6.014, 1.099], [-1.389, -4.291, 3.575], [-0.312, -3.506, 4.293], [0.362, -1.096, 0.966], [4.061, 0.137, 4.854], [3.837, -1.617, 4.871], [5.264, -0.870, 4.161], [3.030, -1.575, 2.639], [4.196, -0.343, 2.194], [2.875, 1.336, 3.430], [1.669, 0.152, 3.776], [2.432, 0.378, 0.910], [1.808, 1.894, 1.535], [0.000, 0.922, 0.586], [-0.363, -0.032, 3.386], [-0.656, 1.598, 2.811], [-1.989, 0.509, 0.920], [-4.331, 1.078, 1.895], [-2.415, -1.008, 4.781], [-5.303, 0.686, 4.848], [-2.564, -1.736, 1.196], [0.470, -3.536, 1.237], [-2.352, -3.902, 1.663], [-1.270, -5.331, 3.828], [-2.376, -4.021, 3.904], [-0.560, -2.449, 4.300], [-0.240, -3.815, 5.323], [0.651, -3.590, 3.813], [1.232, -1.517, 1.286], [-3.974, 3.803, -4.170], [-3.913, 2.279, -4.133], [-4.148, 1.694, -2.742], [-3.114, 2.102, -1.692], [-1.667, 1.753, -2.041], [-1.426, 0.254, -2.191], [-3.195, 4.256, -3.554], [-3.837, 4.167, -5.188], [-4.941, 4.162, -3.814], [-2.951, 1.941, -4.530], [-4.675, 1.880, -4.806], [-4.184, 0.604, -2.817], [-5.137, 2.001, -2.390], [-3.378, 1.619, -0.740], [-3.182, 3.177, -1.509], [-1.018, 2.137, -1.246], [-1.362, 2.265, -2.955], [-1.693, -0.276, -1.268], [-0.373, 0.056, -2.397], [-2.011, -0.171, -3.007], [3.087, -1.325, -2.369], [2.877, 0.181, -2.238], [2.378, 0.843, -3.522], [3.324, 0.752, -4.719], [4.716, 1.337, -4.485], [4.702, 2.831, -4.176], [3.852, -1.564, -3.108], [3.408, -1.755, -1.417], [2.160, -1.823, -2.666], [3.806, 0.653, -1.906], [2.139, 0.365, -1.448], [2.160, 1.894, -3.311], [1.421, 0.390, -3.802], [2.860, 1.266, -5.565], [3.427, -0.293, -5.025], [5.314, 1.169, -5.383], [5.223, 0.800, -3.677], [4.233, 3.391, -4.988], [5.718, 3.208, -4.055], [4.161, 3.051, -3.254]], "mulliken_charge": [-1.307, -0.127, -0.995, -0.721, 1.170, -1.605, 1.201, -0.336, 1.041, -0.595, -0.473, -0.488, 0.051, -0.009, -0.019, -0.751, 0.155, -0.233, -1.174, 0.118, 0.355, 0.316, 0.376, 0.148, 0.302, 0.402, 0.360, 0.130, 0.714, -0.740, 0.150, 0.627, -0.993, 0.141, 0.340, 0.343, 0.395, 0.366, 0.365, 0.529, 0.234, 0.026, 0.454, 0.364, 0.374, -1.210, -0.420, -0.874, -0.230, -0.248, -0.552, 0.287, 0.393, 0.298, 0.216, 0.414, 0.281, 0.460, -0.280, 0.447, 0.151, 0.627, -0.041, -0.262, 0.530, -1.415, 0.760, -0.538, -1.050, -0.383, -1.185, 0.416, 0.371, 0.275, 0.445, -0.665, 0.424, 0.226, 0.440, 0.343, 0.404, 0.212, 0.296, 0.388, 0.267], "total_energy_ev": -61998.4832, "gap_ev": 9.497, "total_charge": 1}



Record 3
{"formula": "C47H47CaN5O9P2Se", "method": "ωB97M-V with the def2-TZVPD basis set", "species": ["Ca", "O", "C", "O", "C", "O", "C", "C", "O", "O", "H", "H", "H", "H", "H", "C", "N", "C", "C", "C", "C", "C", "N", "C", "C", "C", "C", "C", "C", "H", "H", "H", "H", "H", "H", "H", "H", "H", "H", "H", "C", "C", "P", "C", "C", "C", "C", "C", "C", "C", "C", "C", "C", "C", "C", "C", "P", "C", "C", "C", "C", "C", "C", "C", "C", "C", "C", "C", "C", "H", "H", "H", "H", "H", "H", "H", "H", "H", "H", "H", "H", "H", "H", "H", "H", "H", "H", "H", "H", "H", "H", "H", "H", "H", "H", "N", "C", "C", "N", "C", "C", "N", "H", "H", "H", "H", "H", "O", "Se", "O", "O", "O"], "xyz": [[-16.951, -7.951, 8.894], [-20.455, -8.103, 10.741], [-19.490, -7.970, 9.759], [-18.784, -9.018, 9.542], [-20.150, -7.314, 8.550], [-19.129, -7.250, 7.647], [-18.967, -6.228, 6.696], [-17.625, -6.500, 6.039], [-17.527, -6.257, 4.822], [-16.746, -6.989, 6.876], [-20.513, -7.221, 11.176], [-20.600, -6.357, 8.838], [-20.939, -8.018, 8.113], [-19.000, -5.228, 7.120], [-19.704, -6.329, 5.837], [-14.446, -6.073, 10.832], [-14.817, -7.327, 10.115], [-14.019, -8.349, 10.272], [-14.016, -9.585, 9.527], [-12.873, -10.481, 9.510], [-13.200, -11.465, 8.575], [-14.445, -11.112, 8.062], [-14.980, -9.985, 8.645], [-14.454, -6.222, 12.362], [-13.338, -6.733, 13.037], [-13.329, -6.772, 14.425], [-14.443, -6.418, 15.166], [-15.481, -5.769, 14.513], [-15.541, -5.759, 13.116], [-15.230, -5.336, 10.557], [-13.460, -5.741, 10.454], [-13.249, -8.323, 11.070], [-11.956, -10.411, 10.108], [-12.585, -12.308, 8.348], [-15.059, -11.595, 7.343], [-12.498, -7.133, 12.484], [-12.434, -7.129, 14.958], [-14.386, -6.483, 16.242], [-16.253, -5.275, 15.079], [-16.406, -5.357, 12.584], [-18.678, -13.705, 6.676], [-19.878, -13.674, 7.678], [-19.586, -12.416, 9.003], [-19.079, -13.377, 10.402], [-19.902, -14.281, 11.053], [-19.422, -14.960, 12.168], [-18.137, -14.737, 12.685], [-17.264, -13.907, 11.963], [-17.741, -13.227, 10.853], [-21.246, -11.780, 9.525], [-22.070, -11.281, 8.480], [-23.272, -10.636, 8.777], [-23.718, -10.549, 10.085], [-22.862, -10.964, 11.117], [-21.639, -11.589, 10.863], [-18.964, -12.995, 5.355], [-18.580, -11.175, 5.451], [-16.924, -10.965, 4.715], [-16.614, -9.665, 4.240], [-15.290, -9.370, 3.945], [-14.304, -10.350, 3.902], [-14.649, -11.651, 4.177], [-15.919, -11.944, 4.642], [-19.652, -10.378, 4.209], [-20.713, -9.551, 4.650], [-21.516, -8.883, 3.746], [-21.198, -8.951, 2.396], [-20.162, -9.760, 1.921], [-19.384, -10.454, 2.829], [-18.454, -14.813, 6.495], [-17.799, -13.246, 7.147], [-20.056, -14.703, 8.117], [-20.843, -13.442, 7.150], [-20.946, -14.449, 10.763], [-20.037, -15.690, 12.693], [-17.843, -15.283, 13.585], [-16.237, -13.754, 12.338], [-17.109, -12.583, 10.258], [-21.745, -11.335, 7.447], [-23.840, -10.194, 7.965], [-24.696, -10.130, 10.272], [-23.160, -10.780, 12.150], [-21.000, -11.899, 11.736], [-20.013, -13.077, 5.116], [-18.382, -13.434, 4.498], [-17.363, -8.868, 4.106], [-15.051, -8.359, 3.718], [-13.282, -10.063, 3.620], [-13.954, -12.501, 4.033], [-16.148, -12.986, 4.963], [-20.908, -9.484, 5.709], [-22.371, -8.269, 4.112], [-21.807, -8.410, 1.651], [-19.975, -9.757, 0.864], [-18.547, -11.076, 2.462], [-19.707, -9.177, 14.230], [-18.474, -9.635, 13.876], [-17.982, -9.512, 12.537], [-16.734, -9.791, 12.246], [-15.973, -10.354, 13.207], [-16.541, -10.672, 14.445], [-17.795, -10.354, 14.777], [-20.206, -8.542, 13.632], [-20.063, -9.355, 15.195], [-18.603, -9.142, 11.698], [-14.933, -10.588, 12.970], [-15.985, -11.191, 15.232], [-20.346, -5.539, 11.983], [-19.083, -5.184, 10.777], [-17.724, -4.416, 11.314], [-18.450, -6.821, 10.269], [-19.560, -4.403, 9.436]], "mulliken_charge": [1.715, -0.048, -0.618, -0.167, -0.281, 0.259, -0.390, 0.407, -0.830, -0.891, 0.443, 0.448, 0.034, 0.314, 0.161, -1.456, -0.261, 0.322, 0.093, -0.948, -1.053, -0.514, 0.084, 0.693, -0.206, -0.612, -0.472, -0.797, -0.242, 0.507, 0.302, -0.161, 0.383, 0.469, 0.671, 0.435, 0.315, 0.417, 0.399, 0.503, -0.382, -0.970, 0.994, 0.236, -0.270, -0.646, -0.579, -0.512, -0.565, 0.551, -0.587, -0.411, -0.810, -0.341, -0.578, -1.428, 1.487, 0.492, -1.009, -0.610, -0.468, -0.327, -0.367, -0.283, -0.049, -0.687, -0.334, -0.772, 0.091, 0.335, 0.135, 0.463, 0.570, 0.358, 0.365, 0.349, 0.358, 0.590, 0.061, 0.414, 0.342, 0.349, 0.196, 0.687, 0.446, 0.266, 0.458, 0.324, 0.291, 0.028, 0.310, 0.333, 0.298, 0.409, 0.271, -0.323, 0.283, 0.559, 0.135, -0.567, -0.540, -0.714, 0.211, 0.230, -0.135, 0.456, 0.427, -0.809, 0.989, -0.698, -0.152, -0.649], "total_energy_ev": -177744.4778, "gap_ev": 6.502, "total_charge": -2}



Record 4
{"formula": "C36H40BrInN4O5", "method": "ωB97M-V with the def2-TZVPD basis set", "species": ["In", "O", "C", "C", "C", "C", "C", "C", "C", "N", "N", "C", "O", "C", "C", "C", "C", "C", "C", "H", "H", "H", "H", "H", "H", "H", "H", "H", "H", "C", "C", "C", "C", "C", "C", "C", "Br", "C", "O", "C", "C", "C", "C", "C", "C", "H", "H", "H", "H", "H", "H", "H", "H", "H", "H", "H", "H", "H", "H", "H", "H", "H", "H", "H", "H", "N", "C", "C", "C", "C", "C", "C", "H", "H", "H", "H", "H", "N", "C", "C", "O", "O", "H", "H", "H", "H", "H"], "xyz": [[1.511, 0.571, -0.319], [0.884, 2.337, -1.587], [1.275, 3.584, -1.729], [0.550, 4.497, -2.472], [0.969, 5.780, -2.620], [2.149, 6.239, -2.034], [2.884, 5.358, -1.218], [2.486, 4.081, -1.078], [3.105, 3.326, -0.026], [2.915, 2.148, 0.422], [3.689, 1.786, 1.493], [3.430, 0.620, 1.985], [2.596, -0.258, 1.498], [4.173, 0.112, 3.141], [3.557, -0.856, 3.917], [4.176, -1.366, 5.021], [5.508, -1.063, 5.230], [6.151, -0.083, 4.471], [5.456, 0.515, 3.393], [-0.428, 4.159, -2.898], [0.387, 6.503, -3.151], [2.505, 7.231, -2.223], [3.716, 5.723, -0.652], [3.908, 3.786, 0.569], [2.521, -1.053, 3.718], [3.614, -1.993, 5.748], [6.044, -1.538, 6.079], [7.159, 0.193, 4.754], [5.854, 1.262, 2.751], [-5.677, 1.100, -2.109], [-5.574, 0.610, -0.682], [-6.513, 1.462, 0.170], [-6.123, -0.832, -0.631], [-4.101, 0.636, -0.169], [-3.398, 1.849, -0.088], [-2.114, 1.943, 0.375], [-1.352, 3.653, 0.516], [-1.387, 0.819, 0.848], [-0.116, 0.836, 1.173], [-2.189, -0.351, 1.028], [-3.489, -0.425, 0.523], [-1.632, -1.498, 1.902], [-2.688, -2.581, 2.153], [-1.151, -1.002, 3.221], [-0.363, -2.150, 1.372], [-6.735, 1.089, -2.326], [-5.215, 0.449, -2.840], [-5.305, 2.112, -2.194], [-7.520, 1.496, -0.174], [-6.216, 2.540, 0.139], [-6.585, 1.176, 1.244], [-7.161, -0.848, -1.027], [-6.233, -1.314, 0.366], [-5.573, -1.481, -1.296], [-3.928, 2.752, -0.331], [-3.992, -1.358, 0.649], [-3.325, -2.466, 2.976], [-2.076, -3.525, 2.242], [-3.272, -2.881, 1.328], [-1.968, -1.016, 4.002], [-0.673, -0.008, 3.204], [-0.454, -1.727, 3.652], [-0.317, -2.413, 0.235], [-0.149, -3.055, 1.941], [0.503, -1.483, 1.571], [1.679, -0.819, -1.710], [0.746, -1.021, -2.653], [0.864, -2.118, -3.576], [-0.116, -2.368, -4.498], [-1.201, -1.512, -4.810], [-1.293, -0.386, -3.951], [-0.426, -0.220, -2.892], [1.838, -2.678, -3.551], [0.020, -3.197, -5.166], [-1.867, -1.685, -5.648], [-2.141, 0.245, -3.988], [-0.578, 0.728, -2.349], [2.269, -3.847, -0.604], [3.317, -3.582, -1.594], [4.639, -4.090, -1.144], [4.498, -4.815, -0.006], [5.654, -4.030, -1.775], [1.375, -4.022, -1.062], [2.066, -2.929, -0.122], [3.531, -4.726, 0.280], [3.309, -2.509, -1.835], [3.132, -4.129, -2.489]], "mulliken_charge": [1.422, -0.458, -0.066, -0.491, -0.352, -0.738, -0.490, 0.441, -0.444, 0.368, -1.080, 0.186, -0.807, 0.328, -0.341, -0.558, -0.283, -0.657, -0.411, 0.297, 0.397, 0.380, 0.360, 0.271, 0.496, 0.324, 0.291, 0.357, 0.486, -1.925, 2.160, -1.711, -2.085, -0.060, -0.552, -0.633, -0.215, 0.862, -0.952, -0.757, 0.213, 2.901, -2.123, -1.643, -1.216, 0.534, 0.391, 0.308, 0.497, 0.329, 0.308, 0.441, 0.273, 0.432, 0.402, 0.217, 0.307, 0.395, 0.604, 0.305, 0.383, 0.365, -0.051, 0.708, -0.148, -0.398, 0.722, -0.409, -0.486, -0.736, -0.831, 0.301, 0.152, 0.321, 0.367, 0.423, 0.151, -0.697, 0.315, 0.111, -0.572, -0.634, 0.385, 0.073, 0.474, 0.140, 0.335], "total_energy_ev": -129396.5910, "gap_ev": 4.889, "total_charge": -2}



Record 5
{"formula": "C4H5NO5S", "method": "ωB97M-V with the def2-TZVPD basis set", "species": ["C", "C", "C", "C", "N", "O", "O", "O", "O", "O", "S", "H", "H", "H", "H", "H"], "xyz": [[0.445, -0.597, -1.639], [0.850, -1.053, -0.493], [0.733, -0.310, 0.789], [-2.056, 0.181, -0.440], [-2.389, -1.030, -0.053], [-3.208, -1.781, -0.524], [0.133, -0.204, -2.687], [-1.624, -1.345, 0.952], [-0.325, 1.976, 0.174], [-1.330, 0.975, 2.087], [-0.891, 0.559, 0.806], [1.200, -2.073, -0.463], [-0.268, 2.022, -0.782], [0.715, -0.977, 1.644], [1.477, 0.474, 0.919], [-2.521, 0.783, -1.191]], "nbo_charge": [0.724, -0.579, -0.557, -0.522, 0.464, -0.377, -0.442, -0.531, -0.910, -0.878, 2.052, 0.290, 0.496, 0.268, 0.250, 0.252], "total_energy_ev": -26785.0394, "gap_ev": 9.729}



Record 6
{"formula": "CH2BrNO3", "method": "ωB97M-V with the def2-TZVPD basis set", "species": ["C", "N", "O", "O", "O", "Br", "H", "H"], "xyz": [[-0.161, -0.421, -1.418], [-0.525, 0.057, 1.532], [0.437, 0.010, -0.321], [-0.112, -0.879, 2.088], [-1.187, -1.014, -1.224], [0.309, 1.796, 2.283], [0.104, -0.247, -2.464], [1.134, 0.697, -0.476]], "nbo_charge": [0.614, 0.297, -0.664, -0.183, -0.548, -0.171, 0.143, 0.511], "total_energy_ev": -78741.2487, "gap_ev": 9.249, "smiles": "O=NBr.O=CO"}



Record 7
{"formula": "BrH3OPS", "method": "ωB97M-V with the def2-TZVPD basis set", "species": ["O", "P", "S", "Br", "H", "H", "H"], "xyz": [[0.351, -0.154, 1.353], [-0.947, 0.359, 0.565], [0.141, 0.631, -1.460], [-1.920, -1.478, -0.067], [0.445, 0.193, 2.254], [1.321, 1.067, -0.972], [0.608, -0.617, -1.674]], "nbo_charge": [-0.996, 1.081, 0.061, -0.114, 0.544, 0.210, 0.214], "total_energy_ev": -92255.8243, "gap_ev": 9.880, "total_charge": 1}



Record 8
{"formula": "C21H15Cl2EuFNOS", "method": "ωB97M-V with the def2-TZVPD basis set", "species": ["Eu", "C", "C", "C", "C", "C", "H", "H", "H", "H", "H", "Cl", "C", "C", "C", "Cl", "C", "C", "C", "C", "N", "C", "C", "O", "H", "H", "H", "H", "F", "C", "C", "C", "C", "C", "C", "C", "H", "H", "H", "H", "H", "H", "S"], "xyz": [[0.540, 0.714, 0.175], [1.458, 3.291, 0.845], [0.049, 3.410, 0.794], [-0.515, 2.702, 1.872], [0.585, 2.110, 2.588], [1.786, 2.477, 1.936], [2.109, 3.595, 0.020], [-0.486, 3.893, 0.008], [-1.570, 2.596, 2.097], [0.487, 1.289, 3.315], [2.731, 1.910, 2.075], [5.134, -2.164, 0.443], [3.965, -2.058, -0.918], [4.187, -2.896, -2.031], [3.246, -2.884, -3.049], [3.409, -4.058, -4.353], [2.182, -1.999, -3.066], [0.981, -2.064, -3.885], [-0.014, -1.188, -3.712], [0.231, 0.064, -2.933], [1.144, -0.209, -1.879], [2.085, -1.104, -1.944], [2.922, -1.186, -0.785], [2.546, -0.497, 0.280], [4.909, -3.661, -1.997], [0.789, -2.903, -4.542], [-0.906, -1.267, -4.244], [0.701, 0.752, -3.695], [-5.950, 1.400, 2.740], [-4.728, 0.846, 2.474], [-4.559, 0.287, 1.216], [-3.319, -0.298, 0.899], [-2.261, -0.324, 1.856], [-0.954, -0.831, 1.424], [-2.527, 0.197, 3.111], [-3.734, 0.818, 3.435], [-5.326, 0.415, 0.491], [-3.077, -0.712, -0.032], [-1.043, -1.509, 0.596], [-0.361, -1.242, 2.272], [-1.747, 0.028, 3.888], [-3.887, 1.339, 4.392], [-1.213, 0.920, -2.174]], "nbo_charge": [1.717, -0.369, -0.348, -0.352, -0.365, -0.365, 0.216, 0.223, 0.233, 0.219, 0.232, -0.122, -0.210, -0.191, -0.117, -0.105, -0.103, -0.316, -0.292, -0.195, -0.568, 0.074, 0.390, -0.808, 0.214, 0.196, 0.186, 0.199, -0.365, 0.323, -0.286, -0.211, 0.009, -0.929, -0.241, -0.297, 0.210, 0.226, 0.214, 0.203, 0.198, 0.208, -0.532], "multiplicity": 7, "total_energy_ev": -83481.8300, "gap_ev": [2.834, 6.223], "total_charge": -2}